Entry from the Open Molecules 2025 dataset: a structure of composition C5H8O (ωB97M-V/def2-TZVPD).

Computed properties:
HOMO (spin up / spin down) (eV): -8.28 / -8.44
E_LUMO (spin up / spin down) (eV): -1.35 / -1.27
Relative energy (zero: lowest compared OMol25 entry of this formula, charge and spin) (kcal/mol): 120.0
Energy (Ha): -270.3667

```
! wB97M-V def2-TZVPD RIJCOSX def2/J DEFGRID3
* xyz 0 1
O 1.109 0.519 -1.471
C 0.027 0.727 -0.773
C -0.902 -0.434 -0.394
C -0.618 -0.980 0.847
C 0.356 -0.215 1.469
C 0.541 1.044 0.792
H 0.606 -0.974 -2.028
H -0.623 1.561 -1.134
H 0.079 -1.560 -1.992
H -1.828 -0.632 -0.933
H -1.071 -1.879 1.251
H 0.947 -0.552 2.317
H -0.185 1.804 1.091
H 1.550 1.463 0.824
*
```

Atomic charges from the Löwdin analysis, expressed in e, are listed below: number 1, O, carries -0.1899; number 2, C, carries -0.5127; number 3, C, carries -0.0147; number 4, C, carries -0.0724; number 5, C, carries -0.0183; number 6, C, carries -0.0928; number 7, H, carries 0.0844; number 8, H, carries 0.1309; number 9, H, carries 0.0925; number 10, H, carries 0.1126; number 11, H, carries 0.1131; number 12, H, carries 0.1183; number 13, H, carries 0.1301; number 14, H, carries 0.1187